# 1
Density functional theory data (ωB97M-V with the def2-TZVPD basis set) for 2 unconnected molecules or ions with the total composition C5H6ClNO3 at a distorted geometry.

Each line ends with the Mulliken charge.
CARTESIAN COORDINATES (ANGSTROEM)
C -0.2155 0.1715 0.6453  0.002
C 1.8291 -0.4782 -0.4156  0.254
C -0.1915 1.5343 0.3770  0.405
C 1.8381 -1.7264 -0.7837  -0.423
C -1.2053 1.8537 -0.7022  -1.102
N -1.0585 -0.6789 1.0851  0.848
O 0.6986 2.3402 0.6026  -0.589
O -0.5837 -2.0196 1.1307  -0.465
O -2.1531 -0.4135 1.5645  -0.715
Cl 2.7739 0.7886 -0.1632  -0.048
H 2.5938 -2.2389 -1.4331  0.271
H -1.2142 -2.6711 1.4744  0.347
H 1.2565 -2.4790 -0.3888  0.258
H -1.1420 1.2881 -1.6375  0.286
H -0.9881 2.9164 -1.0315  0.340
H -2.2382 1.8128 -0.3239  0.332

Forces on the atoms, in the same order (eV/Å):
4.0391 -3.5620 0.0626
-3.0544 -0.6838 1.7664
-0.5701 1.7732 -2.6965
2.2112 -0.1170 -1.3706
-0.5984 2.5368 -0.7225
0.5684 0.2141 0.3153
-0.3917 -0.5440 1.1637
1.0127 0.0261 -0.6588
-1.2937 -0.4455 0.5421
1.0964 1.0055 -0.6265
-0.0621 1.2502 0.5720
-0.8244 1.0181 0.0853
-2.2200 -0.8360 0.6716
0.1711 -0.4704 0.4899
-0.4062 -1.0140 0.5136
0.3221 -0.1515 -0.1079

- LUMO energy (eV) = -0.9
- E (eV) = -25428.442
- energy above the lowest of the compared OMol25 structures with the same formula, charge and spin (eV) = 7.380
- net charge = 0
- HOMO (eV) = -8.92
- frontier orbital gap (eV) = 8.026



# 2
Density functional theory data (ωB97M-V with the def2-TZVPD basis set) for a single C4H5N3O molecule at a distorted geometry.

Each line ends with the Mulliken charge.
CARTESIAN COORDINATES (ANGSTROEM)
C 0.0751 0.0599 0.8304  0.294
C 1.0918 0.2905 -0.4792  -0.618
C 0.1068 -0.5517 -1.2705  0.398
C -0.7453 -0.7622 -0.1344  0.107
H -0.3727 1.0537 2.5282  0.254
H 0.3173 2.0369 1.3473  0.232
H 0.6018 -0.7607 1.4914  0.239
H 2.0698 -0.1956 -0.3510  0.219
H 1.2496 1.3509 -0.7156  0.366
N -0.2986 1.2598 1.5717  -0.615
N -0.4919 -0.9186 -2.4095  -0.366
N -1.8665 -1.3851 -0.4627  -0.409
O -1.7370 -1.4778 -1.9461  -0.102

Forces on the atoms, in the same order (eV/Å):
3.3535 -1.4986 0.6945
-0.0287 -0.1396 1.1823
-2.5572 -0.0628 -1.2319
-2.5223 -0.6448 -2.3522
0.0269 0.1438 1.3023
-0.2409 -0.3525 0.3669
-0.8083 1.7092 -0.7705
-0.2998 0.2273 0.0490
-0.2951 -0.3608 -0.2953
-0.1977 -0.8520 -2.3315
-0.0733 -0.0291 3.1323
1.8572 1.4220 -1.4943
1.7856 0.4378 1.7483

- LUMO energy (eV) = 0.2
- E (eV) = -10741.652
- energy above the lowest of the compared OMol25 structures with the same formula, charge and spin (eV) = 5.962
- SMILES = N[C@@H]1Cc2nonc21
- net charge = 0
- HOMO (eV) = -10.12
- frontier orbital gap (eV) = 10.311



# 3
Density functional theory data (ωB97M-V with the def2-TZVPD basis set) for 6 unconnected molecules or ions with the total composition C26H63BFO11PS at a distorted geometry.

Each line ends with the Mulliken charge.
CARTESIAN COORDINATES (ANGSTROEM)
C 3.0029 1.6133 1.5538  -1.031
C 3.3487 0.6410 2.6950  -0.715
C 2.7649 -0.7296 2.4004  -0.198
C 3.1923 -1.7699 3.4283  -0.639
C 3.0624 -3.2264 2.9675  -1.186
C 1.8398 -3.5211 2.0800  0.218
C 1.0774 -4.7540 2.5659  -1.423
C -0.3476 -4.8239 1.9816  -0.921
C -1.4732 -4.3417 2.8882  -0.506
C -2.8291 -4.3067 2.1738  -0.937
O -3.0297 -5.5198 1.4767  -0.664
C -3.1099 -3.0568 1.2952  2.342
B -3.0570 -3.5448 -0.2581  0.859
O -1.9774 -4.1776 -0.7616  -0.657
O -4.1271 -3.3524 -1.1122  -0.597
P -4.8167 -2.2917 1.5456  -0.298
C -4.7356 -0.9632 2.8339  -0.475
C -4.5841 0.4268 2.1873  -1.270
C -5.9894 -3.6107 2.0927  -0.624
C -6.0665 -3.8929 3.5929  -1.096
C -2.1224 -1.9148 1.4326  -1.977
F -0.9531 -2.1219 0.7392  -0.432
O -1.7884 -1.5620 2.7518  -0.297
S -1.3015 -2.7618 3.7275  1.180
O -2.2505 -2.7923 4.7948  -0.791
O 0.0082 -2.4619 4.1845  -0.424
H 3.8252 2.2644 1.2866  0.386
H 2.1343 2.2025 1.8284  0.256
H 2.7208 1.0416 0.6824  0.224
H 2.9222 0.9916 3.6291  0.300
H 4.4207 0.5662 2.8259  0.409
H 1.6814 -0.6406 2.4474  -0.018
H 3.0497 -1.0468 1.4009  0.452
H 4.2458 -1.5929 3.6381  0.561
H 2.6729 -1.6464 4.3703  0.073
H 2.9617 -3.8292 3.8627  0.396
H 3.9638 -3.5865 2.4813  0.391
H 1.1574 -2.6883 2.0818  -0.263
H 2.1340 -3.6603 1.0447  0.642
H 1.6253 -5.6081 2.1850  0.637
H 1.0427 -4.7961 3.6481  0.408
H -0.5698 -5.8676 1.7988  0.607
H -0.3423 -4.3631 1.0038  0.167
H -1.5821 -5.0524 3.6956  0.899
H -3.5585 -4.2960 2.9769  0.260
H -3.9728 -5.7389 1.5173  0.512
H -1.9612 -4.0400 -1.7221  0.297
H -4.3053 -2.4047 -1.2329  0.331
H -5.7046 -0.9798 3.3217  0.593
H -4.0102 -1.1335 3.6204  0.412
H -4.5292 0.2956 1.1115  0.349
H -3.6586 0.9074 2.4712  0.312
H -5.4402 1.0591 2.3685  0.338
H -6.9574 -3.2927 1.7348  0.618
H -5.7529 -4.5062 1.5253  0.367
H -5.3860 -4.6784 3.9005  0.263
H -7.0562 -4.2136 3.8961  0.384
H -5.7957 -3.0279 4.1806  0.239
H -2.5701 -1.0256 0.9969  0.729
C -0.2700 2.7975 -1.6874  -1.065
C 1.2035 3.1347 -1.8158  0.291
O 2.0147 1.9627 -1.7854  -0.501
H -0.4610 2.2591 -0.7576  0.265
H -0.8790 3.7024 -1.7014  0.336
H -0.5874 2.1539 -2.5108  0.302
H 1.5270 3.7623 -0.9864  0.340
H 1.3877 3.6753 -2.7506  -0.234
H 1.7480 1.4025 -2.5229  0.296
C 1.0087 6.1017 -5.6501  -1.004
C 0.3983 4.8444 -6.2395  -0.036
O -0.6075 4.3054 -5.3804  -0.538
H 1.4418 5.8915 -4.6698  0.222
H 1.7845 6.5014 -6.3024  0.223
H 0.2472 6.8719 -5.5091  0.456
H 1.1563 4.0724 -6.3637  0.063
H -0.0411 5.0561 -7.2207  0.284
H -1.2913 4.9748 -5.2680  0.305
C 0.6320 -2.7300 8.9931  -1.106
C 1.3003 -3.3755 7.7925  -0.021
O 0.3622 -4.0722 6.9831  -0.458
H 0.1278 -3.4849 9.5976  0.258
H 1.3608 -2.2095 9.6170  0.371
H -0.1247 -2.0111 8.6710  0.311
H 2.0418 -4.1054 8.1154  0.340
H 1.8071 -2.6173 7.1844  0.077
H -0.2911 -3.4319 6.6741  0.237
C 1.5194 6.3792 -9.9739  -0.864
C 0.7073 7.5970 -9.5715  -0.321
O 1.2096 8.1881 -8.3751  -0.492
H 1.5133 5.6363 -9.1754  0.145
H 1.1199 5.9226 -10.8806  0.333
H 2.5614 6.6533 -10.1552  0.339
H -0.3265 7.3187 -9.3729  0.275
H 0.7130 8.3432 -10.3730  0.316
H 2.1221 8.4512 -8.5387  0.290
C 5.2220 4.2420 -5.0905  -1.182
C 3.9255 3.4545 -5.1053  0.284
O 3.5390 3.1041 -6.4347  -0.511
H 5.1214 5.1495 -5.6871  0.292
H 5.5004 4.5193 -4.0731  0.332
H 6.0353 3.6550 -5.5239  0.341
H 3.1132 4.0493 -4.6899  -0.131
H 4.0235 2.5439 -4.5059  0.275
H 4.2413 2.5647 -6.8143  0.287

Forces on the atoms, in the same order (eV/Å):
-0.1131 -0.2977 0.5285
-0.3316 0.1211 -0.5996
-0.0355 -0.0779 0.8283
0.6251 -0.2479 -0.5063
-0.5243 0.0064 0.0080
0.0230 -0.1018 0.6379
-0.2897 0.2345 -0.8038
0.8839 -0.2346 0.1683
0.1790 0.2728 -1.6201
-0.6950 0.4474 0.8707
-0.1362 -0.2983 -0.2589
0.1221 -0.7372 -0.1788
-0.5323 -0.1466 0.0861
0.5577 0.2185 -0.2743
0.4565 0.6893 -0.5318
-0.2915 0.8938 -1.3472
-0.2292 -0.1734 0.3022
0.3696 -0.6633 -0.4864
0.6150 0.1075 0.7372
0.1237 -0.3028 0.0505
-0.3651 0.3986 -0.2863
0.1667 -0.0453 0.0687
0.4305 -0.9302 -0.2283
-0.0638 0.1735 2.0053
-1.1972 -0.1276 0.0406
0.9060 0.0842 -0.7854
0.0947 0.2458 -0.0092
-0.0951 0.3004 -0.0599
0.0261 -0.0117 -0.4436
0.1056 0.1478 0.2993
0.3331 -0.0407 0.0537
-0.2242 -0.0113 -0.3482
0.0345 -0.0736 -0.2190
0.2219 0.0259 0.1991
-0.3096 0.1943 0.1386
0.0774 -0.2328 0.2471
0.2489 0.1521 -0.1833
-0.0889 0.3809 0.0246
0.0513 -0.0945 -0.2516
0.0764 -0.4579 0.2518
0.1250 -0.0318 0.2463
-0.3026 -0.2446 -0.0356
-0.2530 0.2634 -0.1111
0.1499 0.1330 0.6120
-0.0809 0.2009 0.2103
0.3762 0.0232 0.0281
-0.0778 -0.4649 0.2489
-0.6069 -0.4477 0.3914
-0.2733 -0.2366 0.1155
0.1350 -0.0763 0.1152
-0.0637 0.1568 -0.3163
0.1109 0.2758 0.3210
-0.0823 0.2664 0.2689
-0.2352 0.2282 -0.2070
-0.0055 -0.1693 -0.1858
0.1807 -0.1983 0.0285
-0.2463 -0.0262 0.0023
-0.0553 0.2842 0.1675
0.0387 0.3253 0.0906
-0.0002 -0.0578 0.0620
-0.1019 -0.1902 -0.2215
0.0561 0.0078 0.0290
0.0486 0.0510 0.0399
-0.0175 -0.0134 -0.0431
-0.0266 0.0949 -0.0665
0.0951 -0.0553 0.0211
-0.0719 0.1207 0.0499
0.0187 0.0483 0.0566
0.0405 -0.0688 0.0875
-0.1375 0.2252 0.1388
0.0150 -0.1299 0.0286
0.0201 -0.0570 -0.0202
-0.0434 0.0559 -0.0177
0.0314 0.0558 -0.1048
-0.0643 -0.0751 0.0012
0.1063 0.0001 -0.0511
0.0679 -0.0485 -0.0066
-0.0202 -0.0512 0.0254
-0.2193 0.1995 -0.1261
-0.0463 -0.0972 0.0700
0.0444 -0.0213 0.0145
-0.0137 0.0189 -0.0084
0.0532 0.0564 -0.0108
-0.0109 -0.0520 -0.0616
0.1026 -0.0062 0.0797
0.0681 -0.0692 -0.0960
-0.0188 -0.0187 0.0777
0.3352 0.0265 -0.0334
-0.0652 -0.0143 0.0018
-0.0426 -0.0140 -0.0110
0.0215 0.0048 -0.0109
-0.0158 0.0176 -0.0774
-0.0162 0.0591 0.0736
-0.1095 -0.0590 -0.0602
-0.0790 -0.0048 0.0320
-0.0356 0.0532 -0.0607
0.2460 -0.1686 -0.1400
-0.0707 0.0747 0.0281
-0.0352 0.0240 0.0366
0.0156 -0.0196 0.0000
0.0175 -0.0336 0.0741
-0.0704 -0.0354 -0.0563
-0.0389 0.0740 0.1233
-0.0724 0.0439 0.0179

- LUMO energy (eV) = 0.3
- E (eV) = -74024.240
- SMILES = CCCCCCCC[C@@H]1[C@H](O)[C@@](B(O)O)(P(CC)CC)[C@H](F)OS1(=O)=O.CCO.CCO.CCO.CCO.CCO
- net charge = 0
- HOMO (eV) = -8.30
- frontier orbital gap (eV) = 8.568